DFT (the ωB97M-V functional and the def2-TZVPD basis) results for a structure of composition C3H4LiO2Zn at a distorted geometry.

Results
HOMO level (eV): -23.6644
Net charge: +3
LUMO energy (eV): -17.4775
Total energy (Eh): -2052.62089
Multiplicity: 1

Geometry as XYZ:
```
11
Properties=species:S:1:pos:R:3:mulliken_charge:R:1
O -0.78930 -3.95413 0.97422 -0.054
Li -1.91984 -1.24849 0.48546 1.149
C 0.14463 -3.01625 1.24367 0.400
C 0.46982 -2.45357 0.02802 -1.083
H 0.49941 -2.96663 2.27157 0.323
H 0.82980 -2.93982 -0.87981 0.352
H 0.76131 -1.40010 0.09517 0.456
Zn -1.55335 -5.15212 2.12392 1.183
C -3.78719 0.10127 0.21044 -0.306
O -4.70832 0.72184 0.05124 0.166
H -0.41713 -3.98295 -0.19591 0.414
```

DFT (the ωB97M-V functional and the def2-TZVPD basis) results for a structure of composition C9H25NaO10S3 at a distorted geometry.

Results
HOMO level (eV): -5.4994
LUMO energy (eV): -1.4613
Total energy (Eh): -2466.90917
Energy relative to the best compared isomer or geometry (same formula, charge and spin) (kJ/mol): 0.00
Multiplicity: 1

Geometry as XYZ:
```
48
Properties=species:S:1:pos:R:3:mulliken_charge:R:1
Na 0.32874 4.03594 -0.95631 0.825
O 1.92016 7.66221 0.45046 -0.968
H 1.04498 7.94069 0.78370 0.143
O 0.40487 -2.03379 -3.37226 -0.581
S 1.02376 -1.16126 -4.37765 1.117
O 0.60169 0.24056 -4.44017 -0.630
O 2.64977 -1.13429 -4.09581 -0.262
C 3.40660 -0.25740 -4.82516 -0.107
C 4.79911 -0.83162 -4.61172 -1.268
C 0.94869 -2.02268 -6.08191 -0.949
H 3.44034 0.69964 -4.30455 0.250
H 3.22671 -0.05454 -5.88089 0.360
H 5.52085 -0.09221 -4.95879 0.397
H 4.89965 -1.80046 -5.10095 0.308
H 5.12403 -0.91205 -3.57438 0.317
H -0.07896 -2.35462 -6.22966 0.379
H 1.50280 -2.95493 -5.97239 0.339
H 1.24193 -1.43433 -6.95137 0.330
O 3.14284 1.02155 2.30044 -0.582
S 3.48763 0.07789 3.36451 1.156
O 4.59988 -0.93376 3.20508 -0.616
O 3.74616 1.06832 4.64909 -0.324
C 4.48415 0.68534 5.87149 -0.242
C 4.83254 1.91860 6.67048 -1.101
C 1.98874 -0.59196 3.97132 -0.952
H 5.45005 0.29491 5.55104 0.307
H 3.92711 -0.08012 6.41174 0.358
H 5.34363 2.51168 5.91210 0.296
H 5.41352 1.68913 7.56373 0.360
H 3.84045 2.32738 6.86219 0.288
H 2.08442 -1.46622 4.61523 0.366
H 1.33860 -0.75748 3.11225 0.353
H 1.59438 0.00671 4.79240 0.335
O -4.22984 0.97440 0.45234 -0.579
S -5.61740 0.55261 0.62248 1.144
O -6.71934 1.48232 0.55137 -0.586
O -5.79684 -0.82176 -0.36721 -0.310
C -7.12799 -1.13555 -0.82627 -0.227
C -7.24522 -2.07823 -2.15298 -1.172
C -5.83746 -0.29930 2.24405 -0.932
H -7.66110 -0.21600 -1.06776 0.339
H -7.68153 -1.64515 -0.03759 0.302
H -8.23425 -1.90368 -2.57662 0.336
H -6.80526 -3.07509 -2.12462 0.332
H -6.56007 -1.70257 -2.91294 0.346
H -5.26467 0.13081 3.06564 0.368
H -5.64203 -1.36828 2.15935 0.301
H -6.85682 -0.20136 2.61743 0.337
```